Record 1
17
Properties=species:S:1:pos:R:3:forces:R:3:nbo_charge:R:1 method="wB97M-V/def2-TZVPD" orbital_gap_ev=9.78 e_lumo_ev=0.4 spin_multiplicity=1 de_lowest_ev=1.185 smiles="O=[N+]([O-])O.Nc1ncccn1"
O -2.126771 2.451089 -0.997290 0.300 -0.344 -1.651 -0.4211
O -1.965468 2.488918 1.187244 -0.370 0.448 -0.791 -0.5526
O -3.045212 4.027503 0.090434 -0.877 1.889 0.308 -0.3234
N -2.404196 3.057643 -0.011910 0.228 -1.250 1.686 0.7447
N -0.406136 0.561643 0.120411 -0.490 -0.874 0.708 -0.5386
N -1.585701 -0.404090 -1.474607 0.125 2.347 0.949 -0.7849
N 0.516795 -1.381725 -0.918497 -0.835 -0.244 0.071 -0.4937
C 1.505263 -0.461385 1.045411 0.067 -1.599 1.234 -0.3690
C 1.460782 -1.370512 0.011877 1.258 -0.249 -0.435 0.1157
C 0.472054 0.442055 1.072641 1.490 -0.352 -0.385 0.1095
C -0.449321 -0.478591 -0.744123 0.071 1.451 -0.409 0.5800
H -1.860763 0.580036 -1.667120 -0.028 -1.295 0.432 0.4246
H -1.753344 -1.036919 -2.166047 -0.232 -1.978 -2.218 0.3867
H -1.536956 1.667770 0.817787 0.428 -0.309 -0.016 0.5014
H 2.114160 -0.695168 1.937513 -0.093 0.657 -0.792 0.2311
H 0.445813 1.094649 1.877701 -0.337 1.566 1.349 0.1916
H 2.305308 -2.073338 -0.104340 -0.706 0.136 -0.039 0.1979

***

Record 2
47
Properties=species:S:1:pos:R:3:forces:R:3:nbo_charge:R:1 method="wB97M-V/def2-TZVPD" orbital_gap_ev=3.71 e_lumo_ev=2.2 spin_multiplicity=1 total_charge=-1
O -1.027151 -1.135098 -0.480142 0.010 -0.225 0.012 -0.6211
O -3.024687 -4.866065 2.799214 -0.038 -0.007 0.042 -0.6340
N 0.423479 1.721299 -0.179157 0.222 -0.047 -0.131 -0.8687
N 2.934209 3.271654 -2.439145 -0.055 0.055 0.364 -0.8607
N 0.852238 1.071970 -2.442140 0.085 -0.597 -0.104 -0.8675
N 6.038225 1.780898 -2.037838 0.202 0.258 -0.240 -0.8616
N -1.707769 -3.081068 3.145740 -0.052 0.028 0.059 -0.6195
N 0.207512 3.315995 -1.927360 -0.773 -0.267 0.064 -0.8617
N -3.044648 -1.131897 0.478889 -0.159 -0.114 -0.078 -0.6199
C -2.873824 -1.581747 -1.932793 0.018 -0.008 -0.021 -0.7232
C -1.064455 -2.037102 3.924253 0.025 -0.110 -0.317 -0.4103
C 2.450792 2.496619 -1.324373 0.627 0.380 -1.286 -0.2525
C -2.230492 -1.269093 -0.603798 0.078 0.110 0.065 0.6802
C 5.324530 2.674231 -2.983469 0.020 0.072 0.394 -0.2428
C -4.485816 -1.260789 0.554514 0.243 0.067 0.250 -0.4103
C -2.552827 -4.052191 3.576680 0.007 0.022 -0.089 0.6728
C 0.975209 2.146492 -1.499393 -0.250 0.146 0.897 0.3800
C -2.883652 -4.075857 5.051914 -0.032 -0.049 0.007 -0.7208
C 4.322095 3.608341 -2.261299 -0.680 -0.493 -0.234 -0.2289
H -3.364940 -3.145591 5.355677 0.061 0.018 0.061 0.2226
H 1.207082 1.635464 0.459438 0.045 0.019 0.009 0.3423
H -3.564932 -0.789170 -2.222295 -0.054 -0.044 0.004 0.2269
H -4.900137 -1.497888 -0.418978 0.011 -0.008 -0.045 0.2092
H 0.019342 -2.123392 3.843021 0.015 0.053 0.064 0.2074
H -3.564842 -4.900182 5.236105 -0.010 -0.030 -0.061 0.2402
H 0.413113 3.485206 -2.902601 0.469 0.138 0.031 0.3632
H -1.520516 -3.115827 2.153805 0.046 0.032 -0.008 0.4136
H -1.343367 -2.109418 4.969558 -0.025 -0.016 0.020 0.2041
H 2.998337 1.540049 -1.231369 -0.082 -0.295 0.491 0.1272
H -2.089984 -1.654502 -2.679687 0.061 0.021 0.036 0.2505
H -2.539219 -0.907744 1.320608 -0.046 0.084 0.024 0.3946
H 0.048836 0.779124 -0.251651 -0.010 0.103 -0.197 0.3721
H -0.113907 0.916720 -2.694753 -0.055 0.127 -0.164 0.3436
H 4.739064 2.089717 -3.685108 -0.161 0.005 -0.311 0.1712
H 4.617104 3.571399 -1.197592 0.123 0.252 0.281 0.1194
H 0.582232 4.106591 -1.417751 -0.010 0.180 -0.109 0.3546
H -3.410743 -2.530460 -1.888624 -0.071 0.036 -0.015 0.2207
H 5.419909 1.586785 -1.261745 -0.100 -0.140 -0.004 0.3525
H 1.426546 1.253888 -3.255651 -0.023 0.227 -0.065 0.3773
H 2.545810 3.051934 -0.368697 0.029 -0.019 0.362 0.1133
H -1.982491 -4.222827 5.647963 -0.011 0.075 0.046 0.2242
H -1.354580 -1.052869 3.552745 0.034 0.047 0.077 0.1988
H -4.755712 -2.056795 1.252179 -0.074 -0.027 -0.060 0.1985
H 6.049259 3.278398 -3.532772 0.275 -0.067 -0.096 0.1455
H 4.501198 4.635276 -2.599987 0.137 0.160 -0.137 0.1483
H -4.929257 -0.326301 0.904515 -0.080 -0.015 -0.063 0.1942
H 6.233838 0.905819 -2.506672 0.007 -0.141 0.170 0.3342